P.
One molecule with the formula C3H3N3OS. Source: the Open Molecules 2025 dataset; level of theory: ωB97M-V with the def2-TZVPD basis set.

Structure (ORCA input):
```
! wB97M-V def2-TZVPD RIJCOSX def2/J DEFGRID3
* xyz 0 1
C 1.65797 -0.66055 0.01071
C 0.40531 -0.13927 -0.00184
C -1.64836 0.10240 0.00433
H 2.56996 1.41426 -0.00237
H 1.75505 -1.74548 -0.01235
H -3.16505 -0.97675 0.00072
N 0.15603 1.23780 0.00102
N -1.10047 1.40638 0.00436
N -0.78903 -0.85682 0.00279
O -2.97189 -0.01293 -0.00543
S 3.13048 0.23095 -0.00194
*
```

## Properties
HOMO-LUMO gap = 7.818 eV
structure (SMILES) = OC1=N/C(=C/S)N=N1

Q.
C3H3N3OS as an isolated structure. Source: the Open Molecules 2025 dataset; level of theory: ωB97M-V with the def2-TZVPD basis set.

Structure (ORCA input):
```
! wB97M-V def2-TZVPD RIJCOSX def2/J DEFGRID3
* xyz 0 1
C 0.22483 1.39360 -0.64288
C -0.59796 -1.42092 1.05612
C 0.96968 -0.93193 -0.11207
H -1.93670 1.75825 -0.78845
H 1.47996 1.99624 -0.61113
H -1.32793 -1.96447 1.55765
N -0.92134 2.17685 -0.93263
N 0.38442 0.32224 0.21122
N 0.31963 -2.10394 0.51790
O -0.89020 -0.16497 0.80922
S 2.29562 -1.06096 -1.06496
*
```

## Properties
HOMO-LUMO gap = 8.402 eV

R.
One molecule with the formula C3H3N3OS. Source: the Open Molecules 2025 dataset; level of theory: ωB97M-V with the def2-TZVPD basis set.

Structure (ORCA input):
```
! wB97M-V def2-TZVPD RIJCOSX def2/J DEFGRID3
* xyz 0 1
C 0.06146 -0.30178 0.06215
C -0.77014 0.25872 1.11539
C 0.26842 0.38463 -1.16773
H 1.39845 -1.71164 -0.64570
H 1.12799 -1.81663 1.15543
H -1.02427 -0.19538 2.05224
N 0.82922 -1.49950 0.18607
N -1.12408 2.09608 -0.20758
N -0.40030 1.63093 -1.06467
O -1.54492 1.29043 0.91702
S 1.17818 -0.13587 -2.40264
*
```

## Properties
HOMO-LUMO gap = 7.226 eV
structure (SMILES) = Nc1connc1=S

Of them, Q has the lowest stability.

P.
One molecule with the formula C3H3N3OS. Source: the Open Molecules 2025 dataset; level of theory: ωB97M-V with the def2-TZVPD basis set.

Structure (ORCA input):
```
! wB97M-V def2-TZVPD RIJCOSX def2/J DEFGRID3
* xyz 0 1
C 0.58329 -0.34172 -0.16617
C -0.93956 1.59121 0.07334
C -0.91279 -0.72827 -0.03231
H 2.82043 0.27130 0.30761
H -1.21906 2.73595 -0.10859
H -2.40490 -1.78334 -0.02663
N 1.50689 -1.17282 -0.00033
N -1.67107 0.52065 0.14268
N -1.42218 -1.91918 -0.12350
O 2.82729 -0.64481 0.06221
S 0.83166 1.47104 -0.12832
*
```

## Properties
HOMO-LUMO gap = 8.963 eV
structure (SMILES) = [H]/N=C1\N=CS\C1=N/O

Q.
One molecule with the formula C3H3N3OS. Source: the Open Molecules 2025 dataset; level of theory: ωB97M-V with the def2-TZVPD basis set.

Structure (ORCA input):
```
! wB97M-V def2-TZVPD RIJCOSX def2/J DEFGRID3
* xyz 0 1
C -0.39935 -0.00603 0.14673
C 1.08324 -0.18343 -1.62464
C -1.21036 -0.21121 -1.95252
H -0.07343 0.33381 3.56189
H 2.10206 -0.28708 -2.05295
H -2.07989 -0.34646 -2.64965
N -0.57763 0.21612 1.39849
N 0.91862 -0.06709 -0.38248
N -1.47027 -0.04292 -0.73119
O 0.01583 -0.36770 -2.49888
S 0.68678 0.30641 2.48254
*
```

## Properties
HOMO-LUMO gap = 8.751 eV
structure (SMILES) = SN=c1ncocn1

Of them, P has the lowest stability.

P.
A 2-piece molecular cluster, C5H12NO2 overall. Source: the Open Molecules 2025 dataset; level of theory: ωB97M-V with the def2-TZVPD basis set.

Structure (ORCA input):
```
! wB97M-V def2-TZVPD RIJCOSX def2/J DEFGRID3
* xyz 1 1
O -1.73154 -1.83011 -0.46720
C -0.96053 -1.77354 0.43832
C 0.25229 -0.83251 0.48757
N -0.01398 0.26373 -0.53980
C 0.77184 1.50670 -0.12161
C 0.80879 1.39315 1.42596
C 0.26879 -0.01813 1.75348
H -1.01288 -2.38725 1.32802
H 1.07536 -1.43959 0.12143
H 0.00668 0.00125 -1.53220
H -0.96712 0.58249 -0.37263
H 1.79039 1.40308 -0.45756
H 0.20664 2.30934 -0.58793
H 0.24377 2.10692 2.02647
H 1.84483 1.59872 1.67642
H -0.69173 0.06601 2.25557
H 0.90116 -0.45119 2.52362
H -0.50058 -1.36518 -3.04897
H -1.58841 -0.63462 -3.63427
O -0.70377 -0.49925 -3.27471
*
```

## Properties
HOMO-LUMO gap = 11.314 eV

Q.
A 2-piece molecular cluster, C5H12NO2 overall. Source: the Open Molecules 2025 dataset; level of theory: ωB97M-V with the def2-TZVPD basis set.

Structure (ORCA input):
```
! wB97M-V def2-TZVPD RIJCOSX def2/J DEFGRID3
* xyz 1 1
O -1.39376 -1.96476 1.09157
C -0.53780 -2.00404 0.24250
C 0.10796 -0.71790 -0.22343
N -0.64108 0.42943 0.30694
C 0.38137 1.48010 0.67853
C 1.73813 0.78458 0.85598
C 1.57262 -0.64167 0.25868
H -0.26080 -2.94560 -0.25130
H 0.17132 -0.71901 -1.30957
H -1.20791 0.84931 -0.44623
H -1.25776 0.11262 1.06259
H 0.50797 2.16069 -0.15348
H 0.07049 2.04307 1.53826
H 2.06354 0.79779 1.88827
H 2.47954 1.29020 0.27932
H 1.83821 -1.39528 0.99884
H 2.28676 -0.85217 -0.53441
H -3.06760 -0.05871 -1.60242
H -2.51337 0.83795 -2.78337
O -2.33782 0.51338 -1.89727
*
```

## Properties
HOMO-LUMO gap = 11.545 eV

Of them, P has the lowest stability.

P.
C2H3F2IO2 as an isolated structure. Source: the Open Molecules 2025 dataset; level of theory: ωB97M-V with the def2-TZVPD basis set.

Structure (ORCA input):
```
! wB97M-V def2-TZVPD RIJCOSX def2/J DEFGRID3
* xyz 0 1
C -0.28491 0.67274 0.11374
C 2.30124 1.30848 -0.07809
O 0.78766 1.11815 0.79141
O 2.78696 0.09135 -0.10370
F 2.93654 2.36015 0.42615
F 1.81189 1.67745 -1.23198
I 4.64800 -0.25858 -0.60825
H -1.07951 1.38123 0.28939
H -0.61052 -0.32615 0.37116
H -0.03519 0.60854 -1.08127
*
```

## Properties
HOMO-LUMO gap = 8.152 eV

Q.
C2H3F2IO2 as an isolated structure. Source: the Open Molecules 2025 dataset; level of theory: ωB97M-V with the def2-TZVPD basis set.

Structure (ORCA input):
```
! wB97M-V def2-TZVPD RIJCOSX def2/J DEFGRID3
* xyz 0 1
C 1.54253 0.31317 0.06115
C -0.91330 -0.53257 -0.04022
O 0.72036 -0.66702 0.49852
O -1.27792 0.62758 0.35762
F -1.52461 -1.63067 0.42012
F -0.78250 -0.66306 -1.32876
I -3.25029 0.96989 0.11216
H 1.55122 1.10529 0.75069
H 1.29031 0.59826 -1.01519
H 2.64420 -0.12088 0.18391
*
```

## Properties
HOMO-LUMO gap = 7.943 eV

Of them, P has the lowest stability.

P.
One molecule with the formula C4H9ISi. Source: the Open Molecules 2025 dataset; level of theory: ωB97M-V with the def2-TZVPD basis set.

Structure (ORCA input):
```
! wB97M-V def2-TZVPD RIJCOSX def2/J DEFGRID3
* xyz 0 1
C -0.26307 -2.58527 0.22181
C -0.78690 -1.41637 -0.08163
C -0.03121 1.29101 1.65876
C 0.05955 1.31813 -1.73109
Si 0.42453 0.43844 0.00234
I 2.83947 -0.13719 -0.27489
H -0.75664 -3.49836 0.08779
H 0.71382 -2.86151 0.66773
H -1.70959 -1.28864 -0.54791
H -0.12904 0.57132 2.60403
H 0.79259 2.00432 2.00432
H -1.09871 1.79437 1.60650
H 0.22315 2.41449 -1.79422
H 0.74178 0.79210 -2.36428
H -1.01975 1.16317 -2.05925
*
```

## Properties
HOMO-LUMO gap = 9.996 eV
structure (SMILES) = C=C[Si](C)(C)I

Q.
C4H9ISi as an isolated structure. Source: the Open Molecules 2025 dataset; level of theory: ωB97M-V with the def2-TZVPD basis set.

Structure (ORCA input):
```
! wB97M-V def2-TZVPD RIJCOSX def2/J DEFGRID3
* xyz 0 1
C 1.66172 1.36610 0.19617
C -0.54625 -1.15035 1.12101
C -0.27823 0.08429 -0.99627
C 0.30486 0.42312 0.37825
Si -1.70777 -0.90987 -0.36338
I 3.43291 0.10585 -0.36817
H 1.49995 2.00146 -0.79274
H 1.71090 1.91950 1.05487
H -0.04399 -2.13669 0.96146
H -0.80783 -1.09445 2.15143
H -0.48519 0.94613 -1.61932
H 0.46373 -0.41721 -1.54283
H -0.42261 1.07267 0.80918
H -2.07004 -2.27264 -0.83804
H -2.71217 0.06210 -0.15163
*
```

## Properties
HOMO-LUMO gap = 9.699 eV

Of them, Q has the lowest stability.

P.
C38H54N7OPbSSeSi3Te as an isolated structure. Source: the Open Molecules 2025 dataset; level of theory: ωB97M-V with the def2-TZVPD basis set.

Structure (ORCA input):
```
! wB97M-V def2-TZVPD RIJCOSX def2/J DEFGRID3
* xyz 1 1
Pb 0.36382 1.09268 0.12776
C 1.42051 -0.46433 4.38561
C 1.38230 0.26599 3.08237
N 1.00686 -0.29075 1.98688
N 0.82917 -1.62334 1.92289
C 0.19285 -2.08654 0.88284
O -0.55819 -1.39436 0.07178
C 0.45113 -3.52891 0.63491
C 0.51233 -4.44729 1.67743
C 0.86590 -5.76187 1.42010
C 1.18631 -6.15995 0.13020
C 1.13879 -5.24423 -0.91119
C 0.76601 -3.93103 -0.66458
C 1.85415 1.65819 2.99150
C 2.29646 2.35711 4.10974
C 2.86551 3.60969 3.94639
C 2.99100 4.13331 2.67077
C 2.47923 3.40019 1.61273
N 1.91273 2.21180 1.76921
H 1.18363 -1.50925 4.21076
H 2.40490 -0.38787 4.84816
H 0.68105 -0.03712 5.06644
H 0.28367 -4.12839 2.68563
H 0.89658 -6.47997 2.22939
H 1.48830 -7.18220 -0.05689
H 1.41166 -5.55551 -1.91191
H 0.78418 -3.19465 -1.45936
H 2.19651 1.92546 5.09482
H 3.22383 4.16665 4.80150
H 3.44940 5.09636 2.49816
H 2.52966 3.77695 0.59766
N 2.22454 -1.25761 -4.17959
C 1.36113 -0.64599 -3.34937
S 1.87013 0.77535 -2.57017
N 0.23873 -1.34448 -3.12072
N -0.88513 -0.88069 -2.66523
C -1.47220 0.26539 -2.88101
C -1.09612 1.23253 -3.93536
C -1.09032 0.79653 -5.25801
C -0.78351 1.67981 -6.28172
C -0.47067 2.99816 -5.98948
C -0.47901 3.43796 -4.67264
C -0.79872 2.56230 -3.65006
C -2.67494 0.44771 -2.08230
C -3.49706 1.56963 -2.18999
C -4.53849 1.74386 -1.30483
C -4.70365 0.83780 -0.26277
C -3.91303 -0.28266 -0.23866
N -2.97759 -0.50758 -1.17107
H 3.16070 -0.90403 -4.25104
H 1.96641 -2.10486 -4.65755
H -1.34666 -0.23311 -5.48365
H -0.79035 1.33536 -7.30741
H -0.22455 3.68756 -6.78595
H -0.22581 4.46457 -4.44259
H -0.80777 2.90362 -2.62045
H -3.28887 2.28573 -2.97063
H -5.19250 2.59910 -1.39308
H -5.42865 1.00257 0.51946
H -4.00512 -1.02418 0.54080
C -3.11419 -2.99915 2.30805
Si -3.85116 -4.12179 0.98297
C -2.76078 -5.58704 0.51351
C -5.54960 -4.73880 1.51749
C -4.06580 -3.20601 -0.67357
Te -2.23690 -2.46043 -1.58399
C -3.37477 -2.38545 -3.40031
Si -2.98955 -3.90697 -4.50966
C -3.79012 -3.60541 -6.18762
C -3.68168 -5.44183 -3.66089
C -1.13150 -4.10670 -4.72191
H -2.69007 -3.59326 3.11966
H -3.87943 -2.35615 2.74948
H -2.31845 -2.35652 1.92405
H -2.37653 -6.11223 1.38664
H -1.90481 -5.26546 -0.08400
H -3.32561 -6.31162 -0.07838
H -5.46913 -5.42506 2.36292
H -6.05115 -5.27129 0.70771
H -6.19495 -3.91442 1.82735
H -4.87161 -2.47402 -0.68910
H -4.32315 -3.98405 -1.40175
H -3.14116 -1.46129 -3.92741
H -4.43345 -2.38044 -3.14460
H -4.82089 -3.25749 -6.10402
H -3.80102 -4.53257 -6.76432
H -3.23535 -2.86488 -6.76685
H -4.75274 -5.35387 -3.46650
H -3.17408 -5.63661 -2.71176
H -3.53896 -6.31906 -4.29411
H -0.65113 -3.15039 -4.90484
H -0.90555 -4.76269 -5.56551
H -0.67674 -4.53662 -3.82603
C -0.27883 5.13804 0.80873
Si -1.90251 4.40413 1.43496
C -3.22372 4.82637 0.15252
C -2.34370 5.06975 3.13778
Se -1.75259 2.09694 1.60017
H -0.43408 6.17663 0.50643
H 0.09411 4.58797 -0.05858
H 0.48894 5.12165 1.58147
H -3.28531 5.90737 0.00591
H -4.20573 4.47115 0.46794
H -2.98010 4.36791 -0.80715
H -2.52688 6.14606 3.09364
H -1.53815 4.88489 3.84908
H -3.24168 4.58381 3.52063
*
```

## Properties
HOMO-LUMO gap = 5.634 eV

Q.
C38H54N7OPbSSeSi3Te as an isolated structure. Source: the Open Molecules 2025 dataset; level of theory: ωB97M-V with the def2-TZVPD basis set.

Structure (ORCA input):
```
! wB97M-V def2-TZVPD RIJCOSX def2/J DEFGRID3
* xyz 1 1
Pb 0.66824 0.81979 -0.17784
C -4.16479 1.79195 1.13431
C -2.67627 1.56613 1.23243
N -2.01500 0.98773 0.28429
N -2.74190 0.60608 -0.78641
C -2.03076 -0.09960 -1.66564
O -0.80082 -0.41830 -1.59239
C -2.78661 -0.59221 -2.85776
C -4.06154 -0.12878 -3.17030
C -4.70938 -0.59532 -4.30510
C -4.09584 -1.53353 -5.12645
C -2.83026 -2.00875 -4.81077
C -2.17589 -1.53514 -3.68195
C -1.99667 1.98474 2.48171
C -2.62363 2.91052 3.32162
C -2.05116 3.22879 4.53854
C -0.84644 2.64096 4.88967
C -0.26486 1.77517 3.98355
N -0.82454 1.43014 2.81969
H -4.58255 1.10795 0.40546
H -4.38304 2.81015 0.79673
H -4.64885 1.64286 2.10114
H -4.53139 0.59904 -2.52279
H -5.69683 -0.22523 -4.55192
H -4.60514 -1.89254 -6.01373
H -2.35395 -2.75078 -5.44322
H -1.18625 -1.89228 -3.41494
H -3.55813 3.36499 3.02288
H -2.53687 3.93335 5.20486
H -0.36081 2.85844 5.83405
H 0.70066 1.32408 4.19578
N 1.54374 -3.69336 -1.16931
C 1.60885 -2.34747 -1.08994
S 1.50092 -1.65275 0.52692
N 1.78720 -1.71615 -2.20533
N 1.75066 -0.36398 -2.15466
C 1.95898 0.24355 -3.25944
C 2.20507 -0.48400 -4.53527
C 3.49511 -0.70999 -4.99840
C 3.69322 -1.38622 -6.19596
C 2.60270 -1.83220 -6.93189
C 1.31213 -1.60681 -6.46710
C 1.11194 -0.93566 -5.26863
C 1.88275 1.72696 -3.26156
C 2.25258 2.47242 -4.37338
C 2.19602 3.85569 -4.30417
C 1.76222 4.46069 -3.13755
C 1.38942 3.64550 -2.08424
N 1.44879 2.31876 -2.14484
H 1.46786 -4.24708 -0.34087
H 1.63821 -4.12955 -2.07152
H 4.34535 -0.36246 -4.41888
H 4.70007 -1.56779 -6.55279
H 2.75839 -2.35436 -7.86873
H 0.45983 -1.95536 -7.04041
H 0.10703 -0.75843 -4.89631
H 2.58097 1.96757 -5.27002
H 2.48786 4.45529 -5.15892
H 1.70500 5.53748 -3.04363
H 1.02372 4.05884 -1.15222
C -4.87659 -0.87704 5.00413
Si -3.81776 -1.94404 3.91280
C -4.14831 -3.75653 4.16847
C -4.06779 -1.50772 2.10945
C -2.00146 -1.59573 4.41579
Te -0.69441 -1.79487 2.75985
C 0.11211 -3.63217 3.41419
Si 1.60148 -3.49697 4.62222
C 1.39739 -2.01270 5.73638
C 1.57216 -5.08120 5.59365
C 3.19324 -3.32548 3.68606
H -5.93716 -1.00425 4.76072
H -4.62452 0.18145 4.87960
H -4.74104 -1.13656 6.05947
H -5.16954 -3.99548 3.85111
H -4.04969 -4.04333 5.22155
H -3.46555 -4.37789 3.57697
H -5.12731 -1.34088 1.89483
H -3.72440 -2.31697 1.45441
H -3.52577 -0.59682 1.82282
H -1.67491 -2.28622 5.19723
H -1.92316 -0.57085 4.79234
H 0.42045 -4.18641 2.52409
H -0.70337 -4.16576 3.91195
H 0.40232 -1.93504 6.18517
H 1.60181 -1.08705 5.18174
H 2.12523 -2.06792 6.55265
H 0.66354 -5.17500 6.19928
H 2.43370 -5.12115 6.27153
H 1.63049 -5.95146 4.92993
H 3.15927 -2.50590 2.96434
H 3.44625 -4.24333 3.14405
H 4.00526 -3.11865 4.39334
C 4.56250 4.89647 1.52899
Si 2.82865 4.40220 1.97990
C 2.58702 4.61518 3.81165
C 1.57247 5.49211 1.12873
Se 2.72005 2.17450 1.35494
H 4.73292 5.94518 1.80001
H 4.74364 4.77696 0.45678
H 5.29086 4.28071 2.06610
H 2.99847 5.58780 4.11081
H 3.09583 3.83629 4.38983
H 1.52659 4.60457 4.06471
H 1.50171 6.43231 1.68796
H 0.57555 5.03874 1.11566
H 1.87072 5.73655 0.10477
*
```

## Properties
HOMO-LUMO gap (alpha / beta) = 5.603 / 4.600 eV

Of them, Q has the lowest stability.